[1]
Below is Br2O4P as an isolated structure in a non-equilibrium geometry, with properties calculated with ωB97M-V with the def2-TZVPD basis set.

## Properties
ΔE to the lowest compared entry with this formula, charge and spin = 18.21 kcal/mol
Molecular weight = 254.778 g mol⁻¹
LUMO energy (spin up / spin down) = 0.061 / 0.062 Ha
Kohn-Sham gap (spin up / spin down) = 7.06 / 7.06 eV
E_HOMO (spin up / spin down) = -5.4 / -5.4 eV
Charge = -1

CARTESIAN COORDINATES (ANGSTROEM)
O: -0.11459 -1.30785 1.08674
O: -0.29032 -1.14354 -1.49314
O: -0.40736 0.96808 0.02697
O: 1.34335 1.41517 0.09943
P: -0.40254 -0.62201 -0.14288
Br: -2.72883 0.43210 0.21935
Br: 2.60028 0.25805 0.20354


[2]
Below is a 2-piece molecular cluster, Br2S3 overall in a non-equilibrium geometry, with properties calculated with ωB97M-V with the def2-TZVPD basis set.

## Properties
ΔE to the lowest compared entry with this formula, charge and spin = 43.70 kcal/mol
Molecular weight = 256.009 g mol⁻¹
LUMO energy (spin up / spin down) = -0.077 / -0.100 Ha
Kohn-Sham gap (spin up / spin down) = 7.50 / 6.18 eV
E_HOMO (spin up / spin down) = -9.6 / -8.9 eV

CARTESIAN COORDINATES (ANGSTROEM)
S: -1.60553 -0.71094 -1.12326
S: 1.77724 -1.74323 0.43328
S: -0.86009 0.97471 -0.65302
Br: 2.13646 0.36562 -0.08414
Br: -1.44809 1.11384 1.42714


[3]
Below is a 2-piece molecular cluster, Br3HSi overall in a non-equilibrium geometry, with properties calculated with ωB97M-V with the def2-TZVPD basis set.

## Properties
ΔE to the lowest compared entry with this formula, charge and spin = 34.52 kcal/mol
Molecular weight = 268.806 g mol⁻¹
LUMO energy = -0.036 Ha
Kohn-Sham gap = 8.51 eV
E_HOMO = -9.5 eV

CARTESIAN COORDINATES (ANGSTROEM)
Si: 2.29037 -0.04475 -0.11858
Br: 3.04695 1.89243 0.69306
Br: 2.50974 -0.09957 -2.30654
Br: 3.04920 -1.80138 0.80118
H: 0.45538 0.29456 1.11653